## one
Molecular formula: C3H8FN
Method: DFT, ωB97M-V/def2-TZVPD

**Structure (SMILES)**: CC(C)(N)F
**HOMO-LUMO gap**: 11.0405 eV

Cartesian coordinates (Å):
1 C 0.359 -1.160 0.596
2 C -0.288 -0.050 -0.073
3 C 0.138 1.321 0.399
4 N -0.153 -0.206 -1.449
5 F -1.803 -0.094 0.364
6 H -0.121 -2.185 0.335
7 H 1.512 -1.225 0.432
8 H 0.292 -1.006 1.767
9 H 1.118 1.538 0.035
10 H 0.115 1.420 1.434
11 H -0.632 2.007 0.074
12 H -0.075 -1.006 -2.057
13 H -0.463 0.646 -1.858

=====

## two
Molecular formula: C3H8FN
Method: DFT, ωB97M-V/def2-TZVPD

**Structure (SMILES)**: [H]/N=C(/C)F.C
**HOMO-LUMO gap**: 11.9128 eV

Cartesian coordinates (Å):
1 H 0.071 1.686 -0.253
2 N 0.050 1.258 0.663
3 C 0.808 0.309 0.865
4 C 1.202 -0.432 2.051
5 F 1.639 -0.132 -0.192
6 H 1.983 -1.223 1.809
7 H 1.634 0.301 2.653
8 H 0.272 -0.969 2.484
9 C -1.528 -0.154 -1.954
10 H -2.075 -1.093 -1.929
11 H -1.504 0.028 -2.968
12 H -2.061 0.723 -1.468
13 H -0.492 -0.302 -1.761

=====

Energies relative to the minimum, eV: one 0.000; two 0.408

=====

## one
Molecular formula: C2H7N3
Method: DFT, ωB97M-V/def2-TZVPD

**Structure (SMILES)**: [H]/N=C/N.C=N
**HOMO-LUMO gap**: 9.9805 eV

Cartesian coordinates (Å):
1 H -2.281 0.645 -1.217
2 N -1.326 0.787 -0.912
3 C -0.547 0.282 -1.799
4 N 0.737 -0.094 -1.585
5 H -0.870 0.290 -2.847
6 H 1.149 -0.096 -0.662
7 H 1.009 -0.851 -2.189
8 C 0.497 -0.490 2.464
9 N 0.646 0.201 1.416
10 H 0.980 -1.464 2.530
11 H 0.082 -0.132 3.411
12 H -0.076 0.923 1.390

=====

## two
Molecular formula: C2H7N3
Method: DFT, ωB97M-V/def2-TZVPD

**Structure (SMILES)**: [H]/N=C\N(C)N
**HOMO-LUMO gap**: 9.2305 eV

Cartesian coordinates (Å):
1 H -2.195 0.795 -0.062
2 N -2.358 -0.237 0.092
3 C -1.185 -0.756 -0.001
4 N -0.046 0.000 -0.048
5 C 1.365 -0.593 0.083
6 N -0.216 1.300 0.037
7 H -0.986 -1.857 -0.077
8 H 1.739 -0.891 0.987
9 H 1.437 -1.310 -0.778
10 H 2.078 0.191 -0.200
11 H 0.085 1.708 -0.826
12 H 0.283 1.653 0.793

=====

## three
Molecular formula: C2H7N3
Method: DFT, ωB97M-V/def2-TZVPD

**Structure (SMILES)**: [H]/N=C(/C)NN
**HOMO-LUMO gap**: 10.3364 eV

Cartesian coordinates (Å):
1 H 0.075 -1.818 0.529
2 N -0.672 -1.334 -0.029
3 C -0.434 -0.102 -0.174
4 C -1.486 0.872 -0.666
5 N 0.690 0.611 0.219
6 N 1.778 -0.164 0.640
7 H -1.260 1.897 -0.916
8 H -1.877 0.498 -1.602
9 H -2.395 0.878 -0.017
10 H 1.059 1.449 -0.523
11 H 1.668 -0.208 1.715
12 H 1.674 -1.112 0.041

=====

Energies relative to the minimum, eV: one 0.000; two 0.754; three 0.617

=====

## one
Molecular formula: H3N4P
Method: DFT, ωB97M-V/def2-TZVPD

**HOMO-LUMO gap (alpha / beta)**: 6.9536 / 6.9523 eV

Cartesian coordinates (Å):
1 N 0.078 0.443 1.068
2 N -0.923 1.103 0.917
3 N 0.454 -0.697 0.440
4 N 0.376 -0.926 -0.992
5 P -1.726 2.359 0.907
6 H 1.334 -0.889 0.827
7 H 0.925 -0.341 -1.716
8 H -0.519 -1.052 -1.451

=====

## two
Molecular formula: H3N4P
Method: DFT, ωB97M-V/def2-TZVPD

**HOMO-LUMO gap**: 7.8914 eV

Cartesian coordinates (Å):
1 N 0.051 -2.622 -0.331
2 N 0.753 -1.656 -0.569
3 N -0.839 1.654 -0.463
4 N -0.458 2.058 0.589
5 P 1.574 -0.440 -0.519
6 H -0.478 -3.248 -1.051
7 H -0.233 2.950 0.894
8 H -0.371 1.304 1.450

=====

Energies relative to the minimum, eV: one 0.000; two 0.809

=====

## one
Molecular formula: C4H14N3
Method: DFT, ωB97M-V/def2-TZVPD

**HOMO-LUMO gap**: 9.7276 eV
**Charge**: +1

Cartesian coordinates (Å):
1 C 1.394 1.724 -0.374
2 C 0.541 -0.926 1.412
3 C 1.200 -1.328 -0.879
4 C -2.806 0.466 0.430
5 N -2.274 -0.287 -0.419
6 N 0.291 0.847 -0.086
7 N 0.241 -0.616 -0.010
8 H 1.015 2.794 -0.160
9 H 2.317 1.414 0.230
10 H 1.865 1.803 -1.342
11 H -0.111 -1.764 1.723
12 H 1.590 -1.210 1.634
13 H 0.324 0.140 1.927
14 H 1.250 -2.387 -0.644
15 H 1.038 -1.062 -2.004
16 H 2.300 -0.976 -0.731
17 H -2.155 0.638 1.172
18 H -3.773 0.919 0.374
19 H -0.497 1.090 -0.718
20 H -2.702 -0.491 -1.343
21 H -1.046 -0.787 -0.192

=====

## two
Molecular formula: C4H14N3
Method: DFT, ωB97M-V/def2-TZVPD

**HOMO-LUMO gap**: 10.6548 eV
**Charge**: +1

Cartesian coordinates (Å):
1 C -0.907 1.417 -0.924
2 C -0.914 -1.054 -1.390
3 N -0.256 0.214 -1.455
4 N -1.483 -1.701 -0.345
5 N -0.724 -1.669 -2.595
6 H 0.230 0.576 -2.362
7 H -1.629 -1.113 0.565
8 H -1.706 -2.681 -0.229
9 H -1.037 -2.655 -2.834
10 H 0.180 -1.473 -3.150
11 H -0.922 1.530 0.233
12 H -1.855 1.569 -1.310
13 H -0.239 2.307 -1.229
14 C 0.741 0.375 2.274
15 C 2.171 0.813 1.972
16 H 0.498 -0.649 2.451
17 H 0.172 0.773 3.089
18 H 0.093 0.662 1.407
19 H 2.281 1.938 1.972
20 H 2.500 0.467 1.034
21 H 2.806 0.352 2.826

=====

Energies relative to the minimum, eV: one 2.156; two 0.000

=====

## one
Molecular formula: C34H26BrN5O2PdS3
Method: DFT, ωB97M-V/def2-TZVPD

**HOMO-LUMO gap**: 3.9533 eV
**Charge**: -2

Cartesian coordinates (Å):
1 Pd -0.098 -1.994 0.917
2 C 1.321 -2.575 4.481
3 O 1.508 -1.702 3.387
4 C 2.136 -0.530 3.594
5 C 2.852 -0.218 4.735
6 C 3.456 1.033 4.817
7 Br 4.453 1.455 6.388
8 C 3.354 1.957 3.815
9 C 2.617 1.647 2.659
10 C 2.013 0.398 2.533
11 O 1.377 -0.038 1.428
12 C 2.575 2.688 1.617
13 N 3.538 3.567 1.439
14 C 3.094 4.373 0.409
15 C 3.702 5.464 -0.211
16 C 3.013 6.099 -1.228
17 C 1.739 5.667 -1.632
18 C 1.121 4.585 -1.035
19 C 1.825 3.949 -0.017
20 N 1.527 2.864 0.766
21 H 0.877 -2.046 5.330
22 H 2.269 -3.027 4.794
23 H 0.645 -3.350 4.126
24 H 2.942 -0.926 5.545
25 H 3.831 2.923 3.879
26 H 0.535 0.450 1.203
27 H 4.685 5.793 0.103
28 H 3.463 6.948 -1.729
29 H 1.231 6.190 -2.433
30 H 0.135 4.251 -1.336
31 H 0.607 2.413 0.833
32 N 0.497 -4.859 2.047
33 C 0.325 -5.847 1.075
34 C 1.174 -6.958 1.054
35 C 1.042 -7.961 0.109
36 C 0.039 -7.864 -0.844
37 C -0.815 -6.768 -0.814
38 C -0.724 -5.747 0.136
39 C -1.757 -4.656 0.085
40 C -3.061 -5.136 -0.133
41 C -4.129 -4.300 -0.400
42 C -3.878 -2.936 -0.488
43 C -2.602 -2.456 -0.234
44 C -1.484 -3.258 0.128
45 H 1.485 -4.711 2.219
46 H 0.134 -3.974 1.635
47 H 1.955 -7.015 1.807
48 H 1.724 -8.804 0.114
49 H -0.075 -8.620 -1.613
50 H -1.578 -6.676 -1.577
51 H -3.235 -6.207 -0.078
52 H -5.126 -4.705 -0.542
53 H -4.674 -2.239 -0.732
54 H -2.463 -1.381 -0.287
55 S 0.030 1.640 -4.747
56 C -0.600 1.832 -3.213
57 S -0.109 0.863 -1.860
58 C -1.247 1.696 -0.814
59 N -1.939 2.599 -1.438
60 N -1.565 2.674 -2.776
61 C -2.281 3.633 -3.540
62 C -1.674 4.347 -4.566
63 C -2.409 5.292 -5.266
64 C -3.737 5.536 -4.950
65 C -4.330 4.829 -3.913
66 C -3.609 3.882 -3.205
67 S -1.356 1.325 0.857
68 H -0.641 4.155 -4.809
69 H -1.930 5.845 -6.065
70 H -4.305 6.274 -5.503
71 H -5.364 5.012 -3.649
72 H -4.052 3.336 -2.385

=====

## two
Molecular formula: C34H26BrN5O2PdS3
Method: DFT, ωB97M-V/def2-TZVPD

**HOMO-LUMO gap**: 2.9011 eV
**Charge**: -2

Cartesian coordinates (Å):
1 Pd 1.148 -1.478 -0.858
2 C -1.522 -2.310 -2.749
3 O -0.976 -2.624 -1.492
4 C -1.831 -3.031 -0.516
5 C -3.100 -3.537 -0.796
6 C -3.903 -3.897 0.274
7 Br -5.649 -4.586 -0.127
8 C -3.517 -3.777 1.580
9 C -2.224 -3.288 1.883
10 C -1.369 -2.926 0.803
11 O -0.115 -2.487 0.997
12 C -1.770 -3.159 3.220
13 N -0.566 -2.698 3.568
14 C -0.513 -2.733 4.923
15 C 0.507 -2.355 5.796
16 C 0.286 -2.492 7.156
17 C -0.907 -2.995 7.656
18 C -1.940 -3.384 6.805
19 C -1.730 -3.244 5.447
20 N -2.503 -3.513 4.349
21 H -2.422 -1.693 -2.643
22 H -1.760 -3.222 -3.317
23 H -0.754 -1.738 -3.273
24 H -3.454 -3.657 -1.807
25 H -4.196 -4.053 2.372
26 H 0.016 -2.364 1.972
27 H 1.434 -1.962 5.412
28 H 1.062 -2.199 7.854
29 H -1.041 -3.085 8.728
30 H -2.868 -3.775 7.203
31 H -3.442 -3.864 4.360
32 N 3.008 -0.438 0.669
33 C 4.163 -0.007 0.096
34 C 5.311 0.057 0.898
35 C 6.535 0.453 0.407
36 C 6.643 0.828 -0.920
37 C 5.517 0.778 -1.722
38 C 4.265 0.374 -1.265
39 C 3.192 0.306 -2.290
40 C 3.177 1.325 -3.248
41 C 2.448 1.218 -4.418
42 C 1.786 0.034 -4.684
43 C 1.737 -0.954 -3.712
44 C 2.361 -0.829 -2.460
45 H 2.950 -0.459 1.675
46 H 2.118 -0.393 0.115
47 H 5.224 -0.224 1.939
48 H 7.404 0.465 1.054
49 H 7.591 1.156 -1.327
50 H 5.614 1.058 -2.762
51 H 3.717 2.246 -3.056
52 H 2.430 2.038 -5.130
53 H 1.271 -0.109 -5.631
54 H 1.225 -1.882 -3.966
55 S -1.585 6.086 1.017
56 C -1.341 4.581 0.369
57 S -0.586 3.296 1.269
58 C -0.801 2.183 -0.213
59 N -1.336 2.857 -1.168
60 N -1.649 4.149 -0.881
61 C -2.245 4.854 -1.931
62 C -2.949 6.046 -1.771
63 C -3.528 6.657 -2.867
64 C -3.432 6.101 -4.130
65 C -2.739 4.913 -4.290
66 C -2.150 4.292 -3.209
67 S -0.449 0.583 -0.146
68 H -3.043 6.496 -0.798
69 H -4.070 7.580 -2.721
70 H -3.895 6.587 -4.978
71 H -2.658 4.461 -5.268
72 H -1.615 3.364 -3.324

=====

Energies relative to the minimum, eV: one 0.000; two 2.430